[1]
The following is a quantum chemistry calculation of 2 unconnected molecules or ions with the total composition C9H16NO at a distorted geometry, from the OMol25 dataset.

The geometry in XYZ format:
```
27
Properties=species:S:1:pos:R:3:nbo_charge:R:1
C 3.543 -0.511 2.036 -0.62
C -0.098 0.794 1.868 -0.31
C 1.046 0.145 2.307 -0.17
C -0.002 1.310 0.590 0.28
C 2.181 -0.037 1.537 -0.03
C 1.006 1.005 -0.336 -0.33
C 2.170 0.410 0.193 -0.14
O -1.042 2.089 0.101 -0.73
H -1.020 0.923 2.437 0.24
H 0.996 -0.337 3.278 0.23
H -1.081 2.294 -0.834 0.48
H 1.011 1.512 -1.287 0.22
H 4.136 -1.066 1.336 0.23
H 3.357 -1.118 2.954 0.22
H 3.049 0.289 -0.448 0.23
H 4.076 0.391 2.245 0.23
C -1.826 -1.242 -1.296 -0.23
C -1.864 -1.029 -2.776 -0.68
N -2.568 -0.092 -0.645 -0.69
H -2.295 -2.221 -1.104 0.25
H -0.822 -1.073 -0.948 0.25
H -1.242 -0.258 -3.229 0.24
H -2.861 -1.038 -3.191 0.23
H -3.581 -0.222 -0.459 0.44
H -2.245 0.255 0.269 0.47
H -2.561 0.725 -1.296 0.44
H -1.462 -1.896 -3.305 0.27
```

The charge is +1. For the HOMO-LUMO gap, the calculation gives 0.3104 Ha. As for the energy above the lowest of the compared OMol25 structures with the same formula, charge and spin: 20.5 kcal/mol. For the electronic energy, the calculation gives -13122.9696 eV.



[2]
The following is a quantum chemistry calculation of C4H9NO in the gas phase, from the OMol25 dataset.

The geometry in XYZ format:
```
15
Properties=species:S:1:pos:R:3:nbo_charge:R:1
C -1.574 -0.999 -0.343 -0.41
N -0.644 0.110 -0.336 -0.43
C 0.596 -0.016 -1.113 -0.21
C 1.419 0.369 0.131 -0.45
C 0.077 0.408 0.895 0.25
O -0.297 1.623 1.497 -0.71
H -1.078 -1.980 -0.478 0.16
H -2.313 -0.883 -1.144 0.20
H -2.115 -1.021 0.609 0.21
H 0.803 -1.034 -1.477 0.17
H 0.645 0.676 -1.962 0.19
H 2.109 -0.406 0.476 0.22
H 1.959 1.320 0.064 0.20
H -0.052 -0.380 1.656 0.14
H 0.466 2.214 1.524 0.47
```

As for the SMILES: CN1CC[C@H]1O. For the HOMO-LUMO gap, the calculation gives 0.3600 Ha. As for the energy above the lowest of the compared OMol25 structures with the same formula, charge and spin: 47.8 kcal/mol. For the electronic energy, the calculation gives -7830.2485 eV.



[3]
The following is a quantum chemistry calculation of 2 unconnected molecules or ions with the total composition C3H9NO2 at a distorted geometry, from the OMol25 dataset.

The geometry in XYZ format:
```
15
Properties=species:S:1:pos:R:3:nbo_charge:R:1
C 1.075 -0.860 -2.670 -0.49
N 0.691 -1.481 -1.441 -0.24
H -2.462 1.976 1.505 0.49
H -0.232 -1.916 -1.369 0.42
H 1.389 -2.100 -1.012 0.42
H 0.720 0.185 -2.589 0.31
H 0.470 -1.258 -3.481 0.30
H 2.159 -0.862 -2.762 0.27
C -0.073 0.849 1.521 -0.73
C -1.142 0.946 2.573 0.78
O -1.109 0.291 3.574 -0.52
O -2.116 1.866 2.397 -0.68
H 0.789 1.443 1.807 0.26
H -0.431 1.108 0.514 0.19
H 0.272 -0.187 1.434 0.21
```

Its expectation value of S² is 0.754. The charge is +1. As for the multiplicity: 2. For the HOMO-LUMO gap (alpha / beta), the calculation gives 0.3293 / 0.1382 Ha. As for the energy above the lowest of the compared OMol25 structures with the same formula, charge and spin: 26.9 kcal/mol. For the electronic energy, the calculation gives -8832.3431 eV.



[4]
The following is a quantum chemistry calculation of 2 unconnected molecules or ions with the total composition C2H3Cl2NS at a distorted geometry, from the OMol25 dataset.

The geometry in XYZ format:
```
9
Properties=species:S:1:pos:R:3:nbo_charge:R:1
C -1.147 0.898 -0.014 -0.28
C 1.412 -0.333 0.071 -0.54
N 0.145 -0.775 -0.173 -0.25
S -2.752 0.390 -0.317 0.41
Cl -0.694 2.526 -0.046 0.10
Cl -2.642 -1.551 0.269 -0.10
H 1.803 0.294 -0.755 0.20
H 2.097 -1.338 -0.188 0.24
H 1.778 -0.112 1.153 0.23
```

For the HOMO-LUMO gap (alpha / beta), the calculation gives 0.2975 / 0.2380 Ha. As for the energy above the lowest of the compared OMol25 structures with the same formula, charge and spin: 148.0 kcal/mol. For the electronic energy, the calculation gives -39486.1095 eV.



[5]
The following is a quantum chemistry calculation of 2 unconnected molecules or ions with the total composition C4H8N2O at a distorted geometry, from the OMol25 dataset.

The geometry in XYZ format:
```
15
Properties=species:S:1:pos:R:3:nbo_charge:R:1
N 0.602 -0.768 -0.661 -0.81
C 1.469 -0.606 0.344 0.61
O 2.558 -1.136 0.560 -0.65
C 0.915 0.435 1.309 -0.31
N -0.455 0.738 0.961 -0.36
C -1.604 -0.099 0.544 -0.28
C -0.760 0.726 -0.326 0.26
H 0.952 -1.467 -1.325 0.40
H -0.363 -0.124 -2.386 0.02
H 0.982 0.109 2.338 0.23
H 1.495 1.349 1.162 0.23
H -1.530 -1.137 0.246 0.23
H -2.522 0.192 1.042 0.21
H -0.881 0.227 -2.780 -0.03
H -0.857 1.562 -1.026 0.24
```

For the HOMO-LUMO gap, the calculation gives 0.3340 Ha. As for the energy above the lowest of the compared OMol25 structures with the same formula, charge and spin: 129.4 kcal/mol. For the electronic energy, the calculation gives -9300.7814 eV.



[6]
The following is a quantum chemistry calculation of C20H26N4O3S in the gas phase at a distorted geometry, from the OMol25 dataset.

The geometry in XYZ format:
```
54
Properties=species:S:1:pos:R:3:nbo_charge:R:1
C 4.507 0.795 7.073 -0.62
C 4.230 0.835 5.578 -0.06
O 3.738 -0.435 5.199 -0.50
C 3.385 -0.644 3.903 0.28
C 3.485 0.292 2.880 -0.25
C 3.088 -0.025 1.593 -0.23
C 2.584 -1.285 1.303 0.11
N 2.146 -1.661 0.023 -0.59
C 2.161 -0.940 -1.126 0.69
O 2.599 0.181 -1.245 -0.61
C 1.559 -1.709 -2.305 -0.50
C 1.126 -0.740 -3.400 -0.43
S -0.325 0.234 -2.897 0.23
C -1.282 -0.348 -4.293 0.26
N -2.467 -0.056 -4.602 -0.31
N -3.198 0.879 -4.021 -0.26
C -3.895 0.752 -2.970 0.29
C -4.652 1.963 -2.526 -0.45
C -3.795 2.791 -1.557 -0.38
C -3.701 2.191 -0.157 -0.39
C -3.140 0.770 -0.116 -0.41
C -4.117 -0.279 -0.656 -0.39
C -3.976 -0.512 -2.159 -0.48
N -0.514 -1.208 -5.053 -0.61
C 0.757 -1.486 -4.672 0.68
O 1.496 -2.249 -5.247 -0.58
C 2.488 -2.228 2.326 -0.21
C 2.883 -1.914 3.607 -0.24
H 4.888 1.756 7.405 0.21
H 5.240 0.024 7.294 0.21
H 3.592 0.567 7.613 0.21
H 5.154 1.062 5.027 0.17
H 3.486 1.611 5.351 0.17
H 3.871 1.281 3.069 0.21
H 3.169 0.710 0.811 0.25
H 1.778 -2.602 -0.025 0.40
H 0.708 -2.310 -1.977 0.22
H 2.321 -2.375 -2.720 0.26
H 1.947 -0.042 -3.594 0.28
H -5.590 1.680 -2.049 0.20
H -4.868 2.572 -3.405 0.24
H -4.224 3.791 -1.478 0.21
H -2.793 2.889 -1.981 0.21
H -4.692 2.195 0.305 0.19
H -3.058 2.837 0.445 0.21
H -2.908 0.531 0.924 0.21
H -2.206 0.730 -0.680 0.20
H -3.939 -1.233 -0.155 0.21
H -5.138 0.022 -0.414 0.20
H -4.831 -1.093 -2.522 0.23
H -3.078 -1.105 -2.354 0.22
H -0.910 -1.612 -5.891 0.43
H 2.100 -3.214 2.115 0.20
H 2.811 -2.637 4.403 0.23
```

As for the SMILES: CCOc1ccc(NC(=O)C[C@@H]2S/C(=N\N=C3CCCCCC3)NC2=O)cc1. For the HOMO-LUMO gap, the calculation gives 0.3166 Ha. As for the energy above the lowest of the compared OMol25 structures with the same formula, charge and spin: 46.7 kcal/mol. For the electronic energy, the calculation gives -44100.5393 eV.



[7]
The following is a quantum chemistry calculation of 2 unconnected molecules or ions with the total composition C3H10NO2 at a distorted geometry, from the OMol25 dataset.

The geometry in XYZ format:
```
16
Properties=species:S:1:pos:R:3:nbo_charge:R:1
O 1.858 -1.172 -0.320 -0.48
C 1.558 -0.901 0.826 0.40
C 0.063 -0.295 1.152 -0.33
N -0.429 0.612 0.087 -0.48
C -0.524 1.940 0.671 -0.44
H 2.448 -1.006 1.611 0.19
H 0.022 0.212 2.194 0.25
H -0.609 -1.130 1.088 0.23
H -1.311 0.144 -0.066 0.47
H 0.205 0.575 -0.618 0.44
H -1.516 2.129 1.064 0.25
H 0.251 2.220 1.463 0.25
H -0.388 2.490 -0.260 0.24
H -2.096 -1.265 -1.749 0.49
H -2.112 -0.135 -2.811 0.51
O -1.667 -0.451 -1.982 -0.99
```

The charge is +1. For the HOMO-LUMO gap, the calculation gives 0.4006 Ha. As for the energy above the lowest of the compared OMol25 structures with the same formula, charge and spin: 59.9 kcal/mol. For the electronic energy, the calculation gives -8849.7420 eV.